Here is a molecular structure, C35H36ClMoN5O2 from the OMol25 dataset. Energies are from the ωB97M-V functional and the def2-TZVPD basis.

Computed properties:
LUMO energy (spin up / spin down) = -0.2486 / -0.2817 Ha
Calculated total energy = -62790.6159 eV
HOMO-LUMO gap (spin up / spin down) = 5.546 / 4.639 eV
Highest occupied orbital energy (spin up / spin down) = -0.45239 / -0.45217 Ha
Total charge = +2
⟨S²⟩ = 2.0203
2S+1 = 3

```
80
Properties=species:S:1:pos:R:3:forces:R:3:lowdin_spin:R:1
N 8.161194 12.802890 13.091617 -0.019 0.879 0.256 0.006
H 15.950430 11.500073 8.334027 0.176 0.145 -0.001 0.000
H 12.571961 11.550940 13.028262 -0.741 0.170 0.230 0.004
H 13.194066 12.987620 6.263511 0.217 -0.302 0.129 0.000
H 11.468637 11.210122 14.395328 -0.180 -0.072 0.248 0.003
C 9.531120 9.233274 13.807203 -0.026 -0.690 0.159 0.015
C 11.559408 11.713745 13.447965 1.198 0.021 -0.046 -0.017
C 7.046249 6.445693 8.635207 0.244 0.716 0.201 0.001
Cl 11.265175 13.471314 13.687237 -0.018 -0.051 -0.021 0.024
H 7.092350 16.049440 11.240509 -0.256 0.410 -0.414 0.000
N 11.457530 11.570202 10.685150 0.050 0.223 -0.239 0.007
H 7.925077 5.927803 9.029605 -0.169 0.011 0.140 0.000
C 15.473295 10.754744 7.706918 0.028 0.184 -0.222 0.001
N 9.443870 13.733206 10.926560 -0.821 0.132 -0.387 0.009
H 7.677490 8.224304 16.472159 0.183 0.373 -0.500 0.001
N 9.163607 10.516006 13.701247 -0.407 0.032 0.169 0.005
H 14.829561 12.607017 5.741328 0.171 -0.145 -0.120 0.000
H 7.971268 16.776274 8.958884 0.283 -0.535 0.137 0.000
C 8.472571 7.334919 6.769340 -0.248 -0.818 0.793 0.000
C 9.005232 8.355852 14.752351 -0.487 1.303 0.170 0.000
C 7.863386 9.988198 10.957443 -0.446 0.367 -0.362 0.015
C 11.895382 10.711643 8.477377 0.966 0.242 0.433 0.001
H 10.715162 13.502138 9.330703 0.177 -0.169 -0.135 0.000
H 14.340143 10.272076 5.362879 -0.147 -0.268 -0.011 0.000
C 14.169370 12.598574 6.600701 -0.188 0.935 0.345 0.001
H 14.447858 12.673898 9.619528 -0.526 -0.666 -0.048 0.000
C 8.390903 15.897804 9.469282 -0.501 0.540 0.511 0.005
H 5.943221 7.807416 6.393118 -0.108 -0.078 0.141 0.000
H 8.699918 8.138429 6.101774 0.502 0.715 -0.214 0.000
C 7.329286 9.112948 10.048757 -0.087 -0.457 -0.399 -0.002
C 9.776760 10.203688 9.708089 0.136 -0.146 -0.442 0.010
H 10.272148 8.866120 13.109228 0.069 0.146 -0.099 0.002
Mo 9.901094 11.974422 12.213142 -0.255 -0.495 -0.491 1.775
N 9.058225 10.578761 10.786361 0.058 -0.243 0.262 0.004
H 13.513888 9.239710 6.562074 0.178 -0.462 -0.006 0.000
H 6.319354 6.653775 9.446885 0.442 -0.185 -0.501 0.000
C 9.435676 15.148739 8.954332 -0.111 -0.190 -0.023 0.001
C 8.202392 10.977914 14.543805 -0.272 -0.466 0.174 0.007
C 8.037911 8.709865 8.896896 1.129 0.485 0.256 0.015
C 7.758023 12.348031 14.314276 0.260 0.489 -0.597 0.005
C 6.869272 14.493056 14.828073 -0.513 0.262 0.518 0.017
H 6.334416 8.745042 10.257383 0.010 -0.112 -0.083 0.000
H 7.965439 6.609361 6.137516 -0.076 -0.174 0.045 0.000
C 7.882330 15.536514 10.721416 0.200 -0.181 -0.088 0.000
C 6.285266 8.406900 7.238247 0.386 0.530 -0.865 0.001
H 5.485248 8.514047 7.941593 -0.586 0.151 0.348 0.000
H 9.289853 7.328220 14.775739 0.336 -0.414 -0.002 0.000
C 8.395053 14.456067 11.417612 0.763 0.402 -0.706 0.004
H 6.869758 10.614897 16.198277 0.464 -0.355 -0.515 0.000
C 7.498102 7.729794 7.884625 -0.443 -0.116 0.230 0.002
C 13.168394 11.316245 8.446189 -0.433 -0.127 -0.008 0.013
C 6.243201 15.468354 15.931909 0.283 -0.816 -0.615 0.001
H 12.624827 10.491177 5.722258 0.237 0.190 0.114 0.000
O 6.216890 16.622253 15.571260 0.112 1.598 -0.764 0.000
H 15.422921 9.840949 8.269093 -0.210 -0.513 0.398 0.000
C 7.875497 14.093440 12.731494 -0.006 -0.599 0.265 0.013
C 13.600065 10.240393 6.163468 -0.380 0.190 -0.022 0.000
C 7.622384 10.182143 15.517262 0.320 -0.415 0.729 -0.002
C 9.315470 9.291870 8.757075 -0.562 0.281 0.660 0.001
H 11.558950 10.112047 7.645903 0.037 0.121 -0.004 0.000
C 14.084386 11.214842 7.231947 -0.064 -0.129 0.033 0.002
C 8.077838 8.863156 15.669988 -0.361 0.051 -0.108 0.011
C 9.893577 14.085897 9.702334 0.495 -0.375 0.526 0.007
H 9.947826 9.065325 7.910340 -0.167 -0.165 0.093 0.000
C 7.077903 13.160606 15.193333 0.124 0.012 -0.274 0.008
C 13.525035 12.066634 9.583033 0.046 0.815 -0.227 -0.002
H 9.353592 6.820831 7.177203 0.022 0.350 -0.249 0.000
C 11.110538 10.834566 9.608475 -0.532 -0.062 -0.056 0.009
H 16.121269 10.522237 6.861229 -0.034 0.323 -0.075 0.000
H 6.738374 12.879352 16.194113 0.117 0.068 -0.270 0.000
H 6.594004 5.808515 7.898776 -0.382 -0.441 -0.194 0.000
H 7.119009 16.027895 13.368028 -0.277 0.197 -0.013 0.000
C 12.634160 12.214612 10.632290 0.603 -0.323 0.074 0.015
H 12.904976 12.818799 11.499047 -0.103 -0.019 -0.357 0.001
H 14.566154 13.318132 7.326823 0.003 -0.001 -0.185 0.000
H 6.539152 9.405614 6.814906 -0.108 -0.566 0.368 0.000
O 5.912305 14.867486 16.935008 -0.297 -0.893 1.104 0.003
H 9.909188 15.329134 7.991895 -0.240 0.138 0.220 0.000
C 7.220388 14.974732 13.568409 0.624 -1.006 0.328 -0.002
H 7.262829 10.295554 11.801551 0.139 0.041 0.148 0.001
```
Positions in Å, forces in eV/Å.